[1]
# C5H10O2

A cluster of 2 separate species, C5H10O2 in total in a non-equilibrium geometry (the ωB97M-V functional and the def2-TZVPD basis, the Open Molecules 2025 dataset).

For the electronic energy, the calculation gives -346.92640 a.u. Its SMILES is C/C=C/C=C/O.O. The LUMO energy comes out at 0.585 eV. The value obtained for the energy relative to the best compared isomer or geometry (same formula, charge and spin) is 260.0 kJ/mol.

```
! RIJCOSX wB97M-V def2-TZVPD def2/J DEFGRID3
* xyz 0 1
C 3.15 1.00 0.88
C 1.75 0.78 0.33
C 1.03 -0.32 0.56
C -0.43 -0.28 0.51
C -1.18 -1.37 0.36
O -2.50 -1.47 0.14
H 3.17 0.84 1.95
H 3.81 0.27 0.39
H 3.47 1.95 0.48
H 1.23 1.60 -0.17
H 1.55 -1.19 0.92
H -0.94 0.60 0.80
H -0.69 -2.34 0.30
H -2.88 -0.58 0.12
O -3.18 0.15 -2.70
H -3.63 -0.57 -2.25
H -3.74 0.93 -2.63
*
```

---

[2]
# C4H4FeLiO5

A structure of composition C4H4FeLiO5 in a non-equilibrium geometry (the ωB97M-V functional and the def2-TZVPD basis, the Open Molecules 2025 dataset).

For the electronic energy, the calculation gives -1801.96416 a.u. Its expectation value of S² is 12.02. The LUMO energy (spin up / spin down) comes out at -3.924 / -7.458 eV. The value obtained for the energy relative to the best compared isomer or geometry (same formula, charge and spin) is 0.0 kJ/mol.

```
! RIJCOSX wB97M-V def2-TZVPD def2/J DEFGRID3
* xyz 1 7
O -0.75 1.77 -0.47
O -0.85 0.11 0.94
C 1.83 -1.66 -0.38
C 3.03 -0.81 -0.12
O 2.63 0.52 0.09
C -1.43 0.98 0.23
H 1.50 -2.41 0.34
H 1.24 -1.50 -1.29
H 3.73 -0.87 -0.98
H 3.58 -1.19 0.77
O -3.62 -0.02 0.46
O -3.53 2.10 -0.15
C -2.98 1.03 0.18
Fe 0.85 0.85 0.25
Li -5.23 1.11 0.13
*
```

---

[3]
# C2H7N3

A cluster of 2 separate species, C2H7N3 in total in a non-equilibrium geometry (the ωB97M-V functional and the def2-TZVPD basis, the Open Molecules 2025 dataset).

For the electronic energy, the calculation gives -244.49836 a.u. The LUMO energy comes out at 0.631 eV. The value obtained for the energy relative to the best compared isomer or geometry (same formula, charge and spin) is 464.7 kJ/mol.

```
! RIJCOSX wB97M-V def2-TZVPD def2/J DEFGRID3
* xyz 0 1
C -0.95 -1.25 0.42
C 0.23 0.86 0.31
N 1.53 0.40 -0.16
N -1.38 -1.16 -0.85
N -1.32 -0.29 -1.64
H -0.52 0.59 -0.73
H 2.29 0.75 0.42
H 1.70 0.67 -1.12
H -0.05 -1.83 0.57
H -1.73 -1.34 1.17
H 0.06 1.95 0.25
H 0.15 0.63 1.37
*
```

---

[4]
# C5H12N2O3

A cluster of 2 separate species, C5H12N2O3 in total in a non-equilibrium geometry (the ωB97M-V functional and the def2-TZVPD basis, the Open Molecules 2025 dataset).

For the electronic energy, the calculation gives -532.95433 a.u. Its SMILES is C[C@@H](O)[C@H]1CNC(=O)N1.O. The LUMO energy comes out at 0.469 eV. The value obtained for the energy relative to the best compared isomer or geometry (same formula, charge and spin) is 104.2 kJ/mol.

```
! RIJCOSX wB97M-V def2-TZVPD def2/J DEFGRID3
* xyz 0 1
C -2.04 -1.02 1.70
C -1.73 0.03 0.64
O -1.74 1.34 1.17
C -0.40 -0.25 -0.08
C -0.19 0.63 -1.33
N 1.23 0.93 -1.29
C 1.77 0.67 0.01
O 2.70 1.31 0.50
N 0.75 0.10 0.74
H -2.99 -0.77 2.21
H -2.13 -2.01 1.25
H -1.25 -1.05 2.46
H -2.52 0.01 -0.12
H -0.84 1.56 1.44
H -0.38 -1.32 -0.36
H -0.45 0.09 -2.25
H -0.79 1.54 -1.27
H 1.54 1.81 -1.71
H 1.01 -0.46 1.53
O 3.23 -0.99 -1.67
H 2.49 -0.37 -2.17
H 2.75 -1.78 -1.41
*
```

---

[5]
# C15H17N2

A cluster of 2 separate species, C15H17N2 in total in a non-equilibrium geometry (the ωB97M-V functional and the def2-TZVPD basis, the Open Molecules 2025 dataset).

For the electronic energy, the calculation gives -691.03627 a.u. The LUMO energy comes out at -5.319 eV. The value obtained for the energy relative to the best compared isomer or geometry (same formula, charge and spin) is 95.7 kJ/mol.

```
! RIJCOSX wB97M-V def2-TZVPD def2/J DEFGRID3
* xyz 1 1
C 1.14 -1.99 0.74
C 1.56 -3.23 -0.13
C 0.28 -3.64 -0.80
C -0.77 -2.84 -0.40
C -0.34 -1.88 0.54
C -1.18 -1.02 1.32
C -2.56 -0.85 0.99
C -3.40 -0.11 1.82
C -2.90 0.47 2.99
C -1.55 0.33 3.33
C -0.69 -0.38 2.50
H 1.42 -2.13 1.79
H 1.64 -1.08 0.39
H 2.37 -2.95 -0.82
H 1.96 -4.02 0.53
H 0.24 -4.48 -1.50
H -1.82 -2.93 -0.71
H -2.93 -1.31 0.08
H -4.45 0.01 1.54
H -3.57 1.03 3.65
H -1.15 0.79 4.24
H 0.36 -0.50 2.76
C 2.46 4.04 -2.19
C 1.59 2.87 -1.98
C 1.65 1.83 -1.07
N 0.60 0.96 -1.29
C -0.11 1.44 -2.30
N 0.48 2.61 -2.75
H 3.26 4.00 -1.44
H 2.95 4.05 -3.18
H 1.94 5.00 -2.05
H 2.39 1.68 -0.30
H -1.00 1.05 -2.77
H 0.14 3.18 -3.52
*
```

---

[6]
# C70H183N9O34

A cluster of 17 separate species, C70H183N9O34 in total in a non-equilibrium geometry (the ωB97M-V functional and the def2-TZVPD basis, the Open Molecules 2025 dataset).

For the electronic energy, the calculation gives -5827.23262 a.u. The LUMO energy comes out at 0.373 eV. The value obtained for the energy relative to the best compared isomer or geometry (same formula, charge and spin) is 0.0 kJ/mol.

```
! RIJCOSX wB97M-V def2-TZVPD def2/J DEFGRID3
* xyz 0 1
C -4.20 -4.50 2.36
O -3.11 -3.60 2.30
C -1.85 -4.10 2.60
C -1.13 -2.97 3.35
N -1.94 -2.53 4.45
C -1.47 -1.25 4.99
C -0.16 -1.34 5.75
O -0.39 -1.79 7.09
C 0.79 -2.10 7.75
H -3.81 -5.53 2.05
H -5.11 -4.20 1.85
H -4.59 -4.58 3.44
H -1.34 -4.42 1.68
H -1.99 -4.91 3.33
H -1.00 -2.17 2.58
H -0.19 -3.41 3.64
H -2.87 -2.31 4.12
H -2.21 -0.93 5.72
H -1.39 -0.46 4.29
H 0.41 -0.43 5.77
H 0.40 -2.14 5.22
H 1.62 -1.38 7.48
H 1.25 -3.03 7.39
H 0.63 -2.03 8.83
C -5.17 4.58 -2.01
O -4.30 4.39 -3.10
C -4.76 5.00 -4.30
C -3.88 4.50 -5.51
N -3.86 3.08 -5.79
C -3.00 2.35 -4.87
C -3.21 0.79 -4.90
O -4.55 0.42 -4.53
C -4.70 0.24 -3.12
H -6.18 4.23 -2.25
H -5.24 5.67 -1.83
H -4.75 4.10 -1.12
H -4.65 6.08 -4.12
H -5.81 4.74 -4.56
H -2.80 4.74 -5.37
H -4.30 5.05 -6.36
H -4.75 2.72 -5.61
H -3.21 2.62 -3.79
H -1.92 2.43 -4.99
H -2.55 0.31 -4.19
H -3.07 0.48 -5.94
H -5.40 -0.62 -3.06
H -5.02 1.16 -2.61
H -3.80 -0.14 -2.62
C 2.79 -2.18 -4.56
O 3.06 -0.96 -5.19
C 3.93 -1.12 -6.35
C 4.49 0.23 -6.90
N 5.54 0.75 -6.05
C 6.19 2.02 -6.35
C 5.22 3.21 -6.28
O 4.85 3.46 -4.97
C 3.93 4.55 -4.97
H 2.19 -1.97 -3.71
H 3.69 -2.67 -4.11
H 2.23 -2.80 -5.28
H 3.30 -1.62 -7.11
H 4.72 -1.79 -6.07
H 3.59 0.86 -7.01
H 4.96 -0.06 -7.82
H 5.15 0.83 -5.12
H 6.63 1.95 -7.36
H 7.07 2.21 -5.68
H 4.38 2.96 -6.98
H 5.69 4.11 -6.74
H 2.97 4.21 -5.35
H 4.29 5.32 -5.62
H 3.84 4.81 -3.92
C -2.12 2.40 12.76
O -1.75 1.75 11.60
C -2.33 2.30 10.42
C -1.81 1.55 9.25
N -2.49 2.16 8.06
C -2.24 1.34 6.80
C -2.98 2.03 5.73
O -2.29 3.27 5.46
C -2.70 4.08 4.44
H -1.92 3.43 12.64
H -1.61 1.95 13.63
H -3.18 2.29 12.94
H -2.05 3.36 10.44
H -3.43 2.27 10.54
H -2.07 0.51 9.27
H -0.69 1.55 9.28
H -2.16 3.09 7.88
H -2.76 0.38 6.97
H -1.22 1.17 6.62
H -4.03 2.21 6.02
H -2.88 1.48 4.77
H -2.41 5.12 4.65
H -3.80 4.12 4.40
H -2.37 3.73 3.45
C -6.95 -1.91 -6.04
O -6.06 -3.00 -6.04
C -6.41 -4.06 -5.07
C -5.20 -4.96 -5.05
N -4.07 -4.17 -4.74
C -2.76 -4.78 -4.83
C -1.68 -3.81 -4.52
O -1.80 -2.67 -5.37
C -0.92 -1.67 -4.94
H -7.94 -2.24 -6.37
H -6.55 -1.19 -6.72
H -7.00 -1.56 -5.02
H -7.31 -4.57 -5.44
H -6.56 -3.58 -4.12
H -5.14 -5.42 -6.07
H -5.32 -5.79 -4.33
H -4.10 -3.39 -5.43
H -2.65 -5.18 -5.85
H -2.77 -5.59 -4.11
H -0.68 -4.29 -4.61
H -1.79 -3.51 -3.47
H -0.83 -0.89 -5.72
H 0.12 -1.99 -4.76
H -1.29 -1.25 -3.99
C 5.72 -8.06 -4.60
O 6.32 -7.99 -3.31
C 6.57 -9.27 -2.75
C 6.84 -9.02 -1.28
N 5.61 -8.72 -0.64
C 5.65 -8.20 0.71
C 4.29 -7.67 1.13
O 3.93 -6.72 0.18
C 2.65 -6.28 0.36
H 6.02 -7.16 -5.09
H 4.57 -8.07 -4.51
H 6.09 -8.89 -5.24
H 7.41 -9.74 -3.27
H 5.66 -9.91 -2.94
H 7.61 -8.17 -1.32
H 7.23 -9.87 -0.70
H 5.09 -8.03 -1.21
H 6.40 -7.44 0.82
H 5.94 -9.06 1.32
H 4.29 -7.11 2.11
H 3.67 -8.60 1.19
H 1.92 -7.12 0.29
H 2.46 -5.59 -0.44
H 2.56 -5.69 1.33
C 3.17 -1.24 -0.38
O 2.27 -0.90 -1.39
C 2.35 0.44 -1.89
C 0.94 0.85 -2.25
N 0.19 1.06 -1.02
C -1.23 1.46 -1.27
C -1.97 1.53 0.02
O -2.26 0.19 0.54
C -3.17 0.22 1.65
H 4.22 -1.14 -0.70
H 2.85 -2.25 -0.10
H 3.07 -0.62 0.49
H 3.05 0.53 -2.70
H 2.73 1.04 -1.07
H 0.40 0.11 -2.92
H 0.99 1.78 -2.83
H 0.21 0.12 -0.64
H -1.76 0.72 -1.90
H -1.17 2.42 -1.81
H -2.96 2.02 -0.07
H -1.31 2.00 0.78
H -4.18 0.50 1.43
H -2.79 0.94 2.40
H -3.08 -0.79 1.98
C 1.27 0.50 2.33
O 1.29 0.86 3.67
C 0.93 2.20 3.90
C 1.50 2.61 5.26
N 0.87 3.80 5.74
C 1.04 3.88 7.19
C 0.52 5.12 7.80
O -0.86 4.96 8.13
C -1.46 6.15 8.73
H 1.44 -0.56 2.18
H 1.97 1.08 1.69
H 0.25 0.61 1.91
H -0.22 2.24 3.96
H 1.29 2.81 3.04
H 2.57 2.75 5.21
H 1.30 1.73 5.87
H -0.11 3.67 5.55
H 2.12 3.88 7.32
H 0.62 2.96 7.64
H 0.66 5.95 7.09
H 1.04 5.40 8.74
H -1.28 7.12 8.28
H -1.10 6.24 9.75
H -2.52 5.92 8.66
C 0.36 4.48 -3.83
O -0.18 4.36 -2.51
C -1.12 5.41 -2.33
C -1.83 5.17 -0.98
N -0.96 5.42 0.10
C -1.64 5.36 1.46
C -2.31 6.67 1.97
O -3.45 6.98 1.18
C -4.15 8.14 1.63
H -0.49 4.45 -4.53
H 1.11 3.69 -3.96
H 0.96 5.37 -3.95
H -1.82 5.37 -3.19
H -0.59 6.39 -2.32
H -2.13 4.12 -0.97
H -2.62 5.89 -0.90
H -0.08 4.90 0.16
H -0.86 5.06 2.15
H -2.45 4.58 1.39
H -1.62 7.52 1.91
H -2.63 6.56 3.06
H -4.96 8.23 0.95
H -3.56 9.02 1.60
H -4.51 8.05 2.67
C 6.63 1.33 -1.38
C 6.38 0.50 -2.64
O 6.26 -0.87 -2.27
O 5.55 1.24 -0.45
H 6.69 2.37 -1.71
H 7.51 0.94 -0.88
H 7.17 0.65 -3.37
H 5.42 0.82 -3.05
H 6.03 -1.46 -2.99
H 5.70 0.48 0.13
C -0.15 -3.67 -1.22
C -1.05 -2.54 -0.71
O -0.28 -1.63 0.00
O 0.94 -3.28 -2.01
H -0.69 -4.38 -1.83
H 0.18 -4.16 -0.33
H -1.80 -3.02 -0.10
H -1.56 -2.02 -1.53
H -0.85 -0.98 0.46
H 1.28 -2.42 -1.77
C 3.09 3.81 -0.80
C 2.55 3.26 0.54
O 1.11 3.16 0.62
O 2.59 5.10 -1.11
H 2.90 3.07 -1.60
H 4.17 3.91 -0.65
H 2.75 3.99 1.35
H 3.06 2.30 0.78
H 0.82 2.35 0.13
H 1.61 5.00 -1.14
C -6.78 0.32 4.88
C -6.05 0.01 3.64
O -5.01 -0.99 3.83
O -7.38 -0.95 5.31
H -7.58 1.03 4.70
H -6.20 0.68 5.72
H -5.53 0.89 3.24
H -6.80 -0.37 2.86
H -5.47 -1.64 4.40
H -7.86 -0.74 6.12
C 4.02 -0.71 4.60
C 4.64 0.31 3.58
O 5.58 -0.35 2.70
O 4.85 -1.10 5.69
H 3.79 -1.59 4.01
H 3.06 -0.42 5.02
H 5.26 1.01 4.18
H 3.91 0.83 3.05
H 5.28 -1.25 2.54
H 5.81 -1.04 5.44
C 5.62 -3.90 -0.98
C 5.63 -4.81 -2.21
O 5.85 -4.02 -3.44
O 6.87 -3.22 -0.71
H 5.44 -4.57 -0.09
H 4.79 -3.16 -1.12
H 4.68 -5.29 -2.33
H 6.41 -5.57 -2.17
H 6.79 -4.00 -3.56
H 6.70 -2.38 -1.20
C 1.20 2.21 -6.43
C 0.34 1.20 -7.15
O 1.03 -0.08 -7.23
O 1.70 1.72 -5.13
H 0.74 3.23 -6.36
H 2.13 2.31 -6.93
H 0.18 1.43 -8.18
H -0.63 1.04 -6.63
H 1.21 -0.35 -6.32
H 2.31 0.99 -5.24
C -5.18 -3.27 -1.33
C -4.63 -2.27 -0.39
O -5.59 -1.66 0.43
O -4.14 -3.98 -1.98
H -5.83 -2.83 -2.07
H -5.86 -3.97 -0.85
H -4.11 -1.59 -1.06
H -3.90 -2.85 0.20
H -5.08 -1.21 1.12
H -4.17 -3.78 -2.92
*
```

---

[7]
# C6H16NOPZr

A structure of composition C6H16NOPZr in a non-equilibrium geometry (the ωB97M-V functional and the def2-TZVPD basis, the Open Molecules 2025 dataset).

For the electronic energy, the calculation gives -755.75570 a.u. The LUMO energy comes out at -10.033 eV. The value obtained for the energy relative to the best compared isomer or geometry (same formula, charge and spin) is 0.0 kJ/mol.

```
! RIJCOSX wB97M-V def2-TZVPD def2/J DEFGRID3
* xyz 2 1
Zr -0.07 -0.23 0.09
H 0.30 1.56 0.46
H -0.15 1.58 -0.37
P -1.45 -0.18 -2.03
C -0.56 -0.70 -3.48
H -1.28 -0.80 -4.30
H 0.20 0.05 -3.75
H -0.05 -1.65 -3.31
C -2.71 -1.44 -1.73
H -3.32 -1.17 -0.86
H -3.33 -1.49 -2.63
H -2.25 -2.42 -1.53
C -2.32 1.31 -2.43
H -1.61 2.11 -2.70
H -2.98 1.10 -3.28
H -2.92 1.66 -1.58
C 1.74 -0.26 -0.96
O 2.76 -0.45 -1.49
H -1.58 0.14 0.85
H -0.26 -1.81 0.05
C 2.50 0.36 4.01
C 1.76 0.25 2.81
N 1.14 0.14 1.84
H 3.17 -0.51 4.14
H 1.84 0.42 4.89
H 3.13 1.27 4.00
*
```

---

[8]
# C18H35GaNO7

A structure of composition C18H35GaNO7 in a non-equilibrium geometry (the ωB97M-V functional and the def2-TZVPD basis, the Open Molecules 2025 dataset).

For the electronic energy, the calculation gives -3212.84829 a.u. The LUMO energy comes out at 1.378 eV.

```
! RIJCOSX wB97M-V def2-TZVPD def2/J DEFGRID3
* xyz -1 1
C 0.91 -1.86 0.60
C 1.09 -0.72 -0.57
C -0.11 -0.77 -1.73
C -0.77 0.75 -2.00
C -2.25 0.65 -2.71
C -3.37 1.69 -2.13
C -3.49 1.75 -0.49
C -5.07 1.71 0.03
C -5.59 0.16 0.37
Ga -4.53 -1.32 -0.61
C -5.19 -3.25 -0.25
C -4.22 -4.25 -1.17
C -3.87 -3.64 -2.66
N -4.90 -3.24 -3.71
O -2.57 -3.51 -3.02
H 1.50 -1.49 1.56
H -0.22 -1.94 0.89
H 1.36 -2.91 0.32
H 1.16 0.35 -0.08
H 2.15 -0.90 -1.07
H -0.97 -1.53 -1.46
H 0.41 -1.16 -2.72
H -0.77 1.38 -1.01
H -0.04 1.25 -2.80
H -2.09 0.90 -3.87
H -2.57 -0.49 -2.67
H -3.20 2.75 -2.63
H -4.42 1.31 -2.53
H -2.80 0.98 0.08
H -3.09 2.82 -0.16
H -5.70 2.17 -0.86
H -5.25 2.35 1.00
H -5.67 -0.03 1.53
H -6.71 0.12 -0.04
H -2.93 -1.18 -0.31
H -4.68 -1.00 -2.20
H -4.95 -3.51 0.88
H -6.33 -3.41 -0.44
H -3.17 -4.31 -0.59
H -4.71 -5.30 -1.30
H -4.67 -3.81 -4.57
H -4.62 -2.25 -4.00
C 3.84 0.96 2.58
C 4.82 0.64 3.66
O 4.00 0.10 4.69
C 2.87 -0.38 4.09
O 2.03 -1.06 4.65
O 2.81 0.01 2.78
H 4.27 0.86 1.58
H 3.41 1.97 2.69
H 5.54 -0.12 3.35
H 5.35 1.52 4.02
C 8.67 2.92 1.91
C 7.74 3.98 1.45
O 6.80 3.28 0.66
C 6.82 1.98 1.09
O 6.02 1.13 0.74
O 7.86 1.76 1.95
H 9.09 3.13 2.90
H 9.49 2.75 1.21
H 7.21 4.47 2.28
H 8.24 4.75 0.86
*
```